Formula: C23H55N9O36S5
Source: the OMol25 dataset
Level of theory: wB97M-V/def2-TZVPD

Structure (XYZ):
```
128
Properties=species:S:1:pos:R:3:forces:R:3:mulliken_charge:R:1
C -1.27335 4.59151 -1.29836 -0.527 0.099 0.757 -0.2188
N -2.32246 4.33867 -0.23894 0.232 0.428 -0.236 0.8129
O -3.03957 5.26226 0.08853 0.000 -0.184 -0.133 -0.6138
O -2.37158 3.22508 0.24510 -0.121 -0.263 0.045 -0.3613
H -1.67261 4.27222 -2.25746 -0.068 -0.111 0.036 0.1486
H -0.41336 4.01041 -0.99152 0.245 0.151 -0.226 -0.0325
H -1.14046 5.66556 -1.28258 0.336 -0.019 -0.123 0.3280
C -5.31894 -1.53003 3.34983 0.010 -0.591 0.686 -0.6004
N -4.30789 -0.78701 4.15631 0.247 0.117 -0.275 0.8242
O -3.31360 -0.38473 3.57200 -0.284 -0.096 0.201 -0.3525
O -4.51908 -0.68433 5.34354 0.014 0.072 -0.152 -0.5619
H -6.30915 -1.21034 3.65749 0.020 0.286 -0.194 0.3335
H -5.22086 -2.55771 3.70474 0.011 -0.035 -0.203 0.3452
H -5.09465 -1.45661 2.29679 0.009 0.225 -0.048 0.0209
C -1.05617 2.23318 3.38692 -0.452 -0.178 0.301 -0.2924
N -0.31832 3.23830 4.20685 0.995 -1.313 -0.602 1.0274
O -0.11300 4.32178 3.71930 -0.429 0.404 0.392 -0.5526
O 0.23128 2.77774 5.19916 -0.283 0.677 0.267 -0.5863
H -1.19619 1.34323 3.98809 0.095 0.033 0.094 0.2612
H -0.39271 2.01439 2.55806 -0.136 0.107 -0.199 -0.1045
H -2.02473 2.61202 3.07726 0.176 0.320 -0.222 0.2427
C 1.98057 -0.10256 5.92679 0.132 -0.957 0.900 -1.0339
N 1.81120 -0.66767 4.56412 0.405 1.238 -0.141 1.0046
O 2.55638 -1.56239 4.22500 -0.012 -0.278 0.011 -0.5899
O 1.02484 -0.10598 3.83353 -0.310 -0.415 -0.033 -0.2780
H 1.05974 -0.26716 6.48146 -0.170 0.270 -0.224 0.3041
H 2.25839 0.94366 5.90508 -0.220 0.105 -0.422 0.2675
H 2.75007 -0.69878 6.41076 0.081 0.100 -0.106 0.3890
C 2.70006 -3.74612 2.06474 0.350 -0.331 0.371 -0.3517
N 1.77507 -4.78575 1.55470 -0.418 0.813 -0.278 0.7434
O 2.23067 -5.84285 1.19450 -0.108 -0.068 0.089 -0.5556
O 0.59007 -4.47584 1.50518 -0.059 -0.406 -0.119 -0.2451
H 3.15992 -4.21488 2.93326 0.328 0.137 -0.122 0.4063
H 2.17481 -2.86169 2.39362 -0.328 -0.086 -0.167 -0.1854
H 3.41284 -3.53995 1.27165 0.138 -0.134 0.048 0.1865
C -0.47524 -6.52974 -0.88967 0.550 -0.236 -0.655 -0.4141
N -1.71792 -5.83301 -1.29970 -0.159 0.279 0.207 0.8241
O -2.66021 -6.50553 -1.66768 0.271 0.270 0.123 -0.5500
O -1.71528 -4.61163 -1.22143 -0.140 -0.297 -0.065 -0.4494
H -0.42499 -6.62853 0.18837 -0.263 0.002 0.057 0.2061
H 0.37260 -5.93316 -1.21323 -0.072 0.185 0.070 0.0091
H -0.46182 -7.47796 -1.41752 -0.094 -0.120 0.278 0.3428
C -1.90582 -4.00760 3.40515 -0.476 -0.063 -0.470 -0.5338
N -0.78942 -4.16693 4.36200 0.294 0.142 -0.135 0.9620
O 0.10360 -3.34059 4.33557 -0.218 -0.031 0.032 -0.4777
O -0.84241 -5.11594 5.11012 0.047 -0.080 0.154 -0.5908
H -2.57629 -3.23783 3.78073 0.130 0.044 0.137 0.2606
H -2.42072 -4.95809 3.32996 -0.020 -0.032 0.144 0.3170
H -1.52949 -3.72175 2.42862 0.279 0.093 0.130 -0.0062
C 1.27933 1.03796 -5.41236 -0.400 -0.383 -0.553 -0.2183
C 1.03584 2.25509 -4.56838 -0.077 0.392 0.613 0.3165
O 2.24564 2.40484 -3.79769 0.098 0.104 0.495 0.0029
S 3.48923 1.74007 -4.47898 -0.781 -0.458 -0.607 1.0279
O 4.03559 0.71995 -3.66767 0.116 -0.398 0.727 -0.4756
O 4.34340 2.72837 -4.99739 0.715 0.826 -0.479 -0.6198
O 2.68750 1.07247 -5.67698 0.115 -0.145 -0.262 -0.4620
H 0.76349 1.11123 -6.36520 0.057 -0.017 -0.032 0.3908
H 0.98270 0.09360 -4.95350 0.188 0.066 0.231 0.1843
H 0.25801 2.16262 -3.81860 -0.203 -0.081 -0.227 -0.3182
H 0.89009 3.13862 -5.18824 0.045 0.089 0.103 0.2634
C 4.49005 0.49047 2.58760 -0.263 -0.277 -0.505 0.0405
C 4.90489 1.39203 1.40620 -0.218 -0.800 -0.412 -0.1057
O 4.33435 2.65896 1.68291 0.309 0.786 -0.071 -0.3890
S 2.98210 2.50769 2.51869 1.459 -0.724 -0.744 0.7335
O 1.95387 2.16624 1.61054 -0.564 -0.370 0.032 -0.2015
O 2.84179 3.59801 3.38074 -0.077 0.716 0.831 -0.6170
O 3.53503 1.24767 3.33405 -0.482 0.229 0.454 -0.2395
H 5.32771 0.23187 3.22866 -0.106 0.144 0.225 0.3494
H 3.98921 -0.41508 2.24774 0.145 -0.042 -0.059 -0.1679
H 4.51256 1.00907 0.46020 -0.170 0.007 0.111 -0.1352
H 5.98487 1.44937 1.29787 -0.005 0.462 0.217 0.5326
C 2.62641 -1.96891 -2.93665 -0.189 0.454 0.210 0.5884
C 1.60514 -3.06840 -2.77011 -0.397 0.101 -0.306 -0.4055
O 2.12678 -3.76313 -1.62848 -0.067 -0.739 0.272 -0.0791
S 3.64437 -4.06068 -2.02956 -0.300 0.857 0.217 1.1842
O 3.66786 -5.03427 -3.05076 0.102 -0.435 -0.607 -0.6032
O 4.40484 -4.24499 -0.85569 0.229 0.121 0.469 -0.6267
O 3.89384 -2.60596 -2.62922 0.221 -0.345 -0.259 -0.2621
H 2.49338 -1.19820 -2.18325 -0.045 0.085 0.047 -0.5263
H 2.63109 -1.50032 -3.91595 0.330 -0.259 -0.133 0.2661
H 1.57907 -3.74493 -3.62735 0.004 -0.008 0.042 0.3410
H 0.59820 -2.73297 -2.54659 0.069 0.144 0.128 0.1295
C -2.96618 1.80969 -2.55832 -0.011 -0.408 -0.071 0.0012
C -3.92114 0.64989 -2.87098 -0.160 0.623 -0.038 -0.0384
O -3.83028 0.43537 -4.29375 -0.188 -0.301 -0.013 -0.3917
S -2.99416 1.55491 -5.01603 -0.168 0.627 0.877 0.9152
O -3.72718 2.13636 -6.06690 -0.315 0.153 -0.374 -0.5809
O -1.68534 1.07048 -5.23912 0.934 -0.421 -0.288 -0.4279
O -2.94752 2.57394 -3.78247 -0.260 -0.122 -0.285 -0.4534
H -1.95062 1.50190 -2.31420 -0.061 -0.013 0.162 0.2265
H -3.39985 2.43542 -1.78586 0.272 0.045 0.021 0.2286
H -4.93150 1.01039 -2.66503 -0.106 -0.347 -0.044 0.2263
H -3.71223 -0.27814 -2.35424 0.130 0.014 0.048 0.0606
C -0.78874 -1.69923 -0.17794 -0.086 -0.356 -0.446 0.4705
C -0.54846 -1.01795 1.16337 0.441 -0.721 0.375 0.2421
O -0.29270 0.35501 0.87149 -0.478 0.714 -0.300 0.8466
S 0.49664 0.43831 -0.49148 0.938 -1.335 1.040 0.7830
O 1.84812 0.05486 -0.24273 0.244 -0.111 -0.229 -0.6662
O 0.25974 1.63367 -1.19929 -0.679 0.339 -0.320 -0.2449
O -0.22462 -0.80907 -1.17054 -0.054 0.480 -0.439 -0.3999
H -1.82028 -1.84335 -0.48775 -0.115 0.174 0.360 0.0522
H -0.27963 -2.66321 -0.22196 0.071 0.111 -0.032 -0.2185
H 0.34215 -1.43810 1.63694 -0.031 0.096 0.004 -0.5856
H -1.37146 -1.12463 1.86394 -0.179 0.438 -0.142 0.1121
C -4.36378 0.75912 0.39978 -0.092 0.501 0.436 -0.4641
O -3.36433 0.11341 0.14675 -0.101 -0.247 -0.123 -0.3033
N -5.63709 0.32277 0.26470 0.345 -0.466 -0.335 0.5670
C -6.80193 1.17296 0.32863 0.006 0.303 0.627 -1.0456
C -5.92477 -1.00146 -0.22115 -1.222 -0.736 0.351 -1.2758
H -4.31580 1.77905 0.81974 0.090 -0.019 -0.162 0.3536
H -7.58608 0.65907 0.88874 -0.057 -0.045 -0.138 0.2979
H -7.17883 1.42279 -0.66478 -0.006 0.030 -0.009 0.3258
H -6.58683 2.08072 0.89234 0.153 0.087 -0.219 0.3428
H -6.71324 -1.41640 0.42445 0.019 0.052 -0.039 0.4627
H -6.39510 -0.97843 -1.20796 0.387 -0.009 -0.199 0.3669
H -5.12692 -1.73387 -0.16399 0.496 0.475 -0.244 0.2687
C 2.90373 4.03980 -1.25750 -0.142 -0.829 -0.674 0.7215
O 1.87687 4.66741 -1.43735 0.082 0.425 0.279 -0.7220
N 4.11437 4.33305 -1.77818 0.075 0.498 0.161 0.1651
C 5.18808 3.38956 -1.83680 0.309 -1.425 0.921 -0.6962
C 4.34825 5.54716 -2.53194 0.006 0.218 0.264 -1.0276
H 2.90581 3.06849 -0.73578 0.011 0.107 0.170 -0.0005
H 5.00233 2.47594 -1.25748 -0.755 0.137 -0.173 -0.1012
H 6.10549 3.70215 -1.32753 0.078 0.692 -0.603 0.3364
H 5.33043 3.04369 -2.85845 0.527 0.293 -0.014 0.3887
H 3.56374 6.26501 -2.30798 -0.131 -0.091 -0.192 0.3098
H 5.29521 5.98521 -2.20741 0.028 -0.051 -0.056 0.3641
H 4.41366 5.33850 -3.60129 -0.129 0.048 -0.041 0.2808
```
Positions in Å, forces in eV/Å.

Its multiplicity is 1. The calculation puts the orbital gap at 8.58 eV.


Formula: C23H57BInN4O11
Source: the OMol25 dataset
Level of theory: wB97M-V/def2-TZVPD

Structure (XYZ):
```
97
Properties=species:S:1:pos:R:3:forces:R:3:mulliken_charge:R:1
C 4.23379 -0.91823 -0.01673 -0.106 -0.051 0.013 -0.7589
C 4.92403 0.40099 -0.45627 0.265 0.030 -0.302 -0.4473
B 3.89091 1.54534 -0.11504 -0.332 0.272 0.257 -0.1244
O 4.03477 2.13427 1.14186 0.187 -0.885 0.331 -0.5714
In 2.25995 2.10296 -1.65006 0.227 -0.569 0.180 0.8816
C 0.83058 0.41860 -1.99217 0.098 -0.541 -0.269 -1.1452
O -0.57532 0.79529 -1.95152 0.059 0.552 0.060 -0.2123
C -1.38122 0.22405 -1.07233 0.084 -0.107 -0.313 0.9188
C -2.59104 1.08026 -0.82318 -0.300 0.062 -0.002 -0.8937
O -1.16975 -0.83765 -0.53374 -0.062 -0.120 0.293 -0.6354
O 1.08621 3.77551 -0.85555 0.143 -0.036 -0.200 -0.4187
N 1.31068 4.13396 0.36233 -0.250 0.221 0.245 0.1223
O 0.87700 3.38142 1.21297 0.152 -0.181 -0.052 -0.2904
H 4.95590 -1.71491 0.20425 -0.196 0.187 -0.164 0.2399
H 3.62664 -0.78859 0.89372 0.199 -0.008 -0.169 0.2409
H 3.54369 -1.27778 -0.79339 0.179 0.057 0.197 0.2686
H 5.87486 0.52436 0.08617 -0.196 0.018 -0.057 0.2640
H 5.14193 0.35691 -1.53555 0.052 -0.077 0.303 0.1767
H 3.30414 1.97688 1.75580 -0.114 0.727 -0.502 0.2862
H 2.93128 2.60380 -3.19504 -0.188 0.193 -0.051 -0.4192
H 0.99795 -0.00527 -2.99509 -0.019 0.068 0.250 0.3388
H 0.98934 -0.40276 -1.28187 -0.076 0.218 -0.112 0.5522
H -2.35744 1.69966 0.05122 -0.104 -0.055 -0.136 -0.0479
H -3.46479 0.45773 -0.60305 0.217 0.131 0.013 0.4005
H -2.78885 1.74208 -1.67255 0.067 -0.135 0.198 0.3092
C -2.24795 -2.58273 -3.36083 -0.009 -0.070 0.042 -0.5515
O -1.38977 -3.00321 -4.40228 0.079 0.055 -0.040 -0.3294
C -2.00499 -3.61920 -5.51838 -0.027 -0.042 0.005 -0.8265
C -1.92060 -2.73630 -6.74682 -0.009 -0.022 -0.039 -0.2175
N -2.79424 -1.58117 -6.63379 0.040 0.082 0.030 -0.3287
C -2.57280 -0.53588 -7.62639 -0.020 0.049 0.016 -0.7454
C -1.21848 0.17587 -7.63232 -0.015 -0.004 0.030 -0.4431
O -0.98809 0.99310 -6.50263 -0.011 -0.065 -0.078 -0.4428
C -0.54458 0.30087 -5.34588 -0.101 0.058 0.068 -0.3683
H -1.61999 -2.30383 -2.51641 -0.030 0.006 -0.017 0.0661
H -2.85841 -1.71535 -3.64198 -0.002 -0.012 -0.030 0.2652
H -2.92355 -3.39065 -3.05771 0.011 0.006 0.021 0.3873
H -3.04752 -3.87545 -5.29706 0.001 0.043 -0.015 0.3951
H -1.45936 -4.54629 -5.72014 -0.035 -0.018 0.015 0.3945
H -2.22539 -3.31518 -7.62673 0.021 -0.018 0.014 0.4150
H -0.85987 -2.47902 -6.87829 -0.022 0.025 -0.016 0.1832
H -2.69955 -1.17842 -5.71216 0.004 -0.025 0.032 0.1144
H -3.33699 0.23108 -7.47614 -0.025 -0.027 -0.019 0.3586
H -2.74430 -0.96707 -8.62000 0.044 0.005 -0.001 0.3994
H -1.20137 0.84565 -8.49616 0.009 0.005 0.005 0.3412
H -0.39083 -0.53539 -7.75647 -0.017 -0.004 0.030 0.3354
H 0.10870 -0.53469 -5.61355 0.029 0.003 0.054 0.2562
H -1.38347 -0.07881 -4.75853 0.030 -0.084 0.045 0.0895
H -0.01074 0.99485 -4.70116 0.070 0.118 -0.162 0.2619
C 3.50341 -3.60252 6.89125 -0.028 0.004 0.074 -0.7036
O 4.49781 -4.50321 6.45561 0.044 0.007 -0.058 -0.3478
C 4.04514 -5.82267 6.18936 -0.051 -0.054 0.059 -0.7953
C 4.06282 -6.13093 4.70859 0.006 -0.034 -0.027 -0.1989
N 3.04870 -5.37011 4.00362 0.056 0.142 0.067 -0.2850
C 3.09915 -5.45561 2.55088 -0.097 -0.063 -0.036 -0.7987
C 4.35638 -4.96598 1.84241 0.038 -0.032 -0.047 -0.5026
O 4.55162 -3.56976 1.90466 -0.073 -0.036 0.019 -0.3356
C 5.16438 -3.07620 3.07509 0.081 0.025 -0.012 -0.6599
H 4.01499 -2.70634 7.23759 -0.015 0.009 -0.013 0.2388
H 2.80474 -3.32171 6.09553 0.006 -0.028 -0.007 0.2978
H 2.92308 -4.02220 7.72022 0.013 0.020 0.009 0.3368
H 3.03604 -5.96372 6.59153 0.005 -0.017 -0.034 0.4063
H 4.71971 -6.51337 6.70336 0.001 0.027 0.022 0.3871
H 3.85492 -7.19914 4.57731 0.010 0.008 -0.026 0.3558
H 5.08472 -5.95246 4.34277 -0.013 -0.005 0.020 0.1748
H 3.10287 -4.39918 4.28343 0.002 -0.023 -0.038 0.0759
H 2.25580 -4.88555 2.15504 -0.003 -0.016 0.002 0.4086
H 2.93765 -6.50172 2.26443 0.012 0.003 0.013 0.4020
H 4.24053 -5.20162 0.78154 0.035 0.017 -0.002 0.3680
H 5.25772 -5.48697 2.19428 -0.035 0.008 0.042 0.3361
H 5.89974 -3.78491 3.47229 0.001 0.022 -0.001 0.3187
H 4.44369 -2.84680 3.86685 0.000 -0.030 -0.017 0.2033
H 5.67203 -2.15036 2.80524 0.000 0.006 0.013 0.3058
C -5.88391 7.36444 2.65168 -0.030 0.064 -0.010 -0.7014
O -5.94315 6.19303 1.87412 0.011 -0.057 0.024 -0.3565
C -5.12811 6.20542 0.70529 0.001 0.079 -0.076 -0.8489
C -3.94679 5.27183 0.82898 0.039 -0.021 -0.030 -0.1011
N -2.99024 5.75660 1.80623 -0.162 -0.010 0.108 -0.2727
C -1.89910 4.83191 2.10524 0.112 0.177 -0.035 -0.5846
C -2.24445 3.48152 2.70834 0.126 -0.096 -0.022 -0.2668
O -2.75600 3.53839 4.03490 -0.006 0.091 0.031 -0.4705
C -4.13511 3.79827 4.13847 -0.043 -0.068 -0.012 -0.5203
H -6.68341 7.30097 3.38895 0.015 0.003 0.013 0.2366
H -4.92894 7.47910 3.17763 0.006 -0.013 -0.028 0.2931
H -6.03998 8.25963 2.03868 -0.020 -0.004 0.015 0.3378
H -4.78178 7.22511 0.50526 0.027 -0.027 -0.015 0.4200
H -5.75257 5.88322 -0.13227 -0.027 0.009 0.022 0.3847
H -3.45124 5.21593 -0.14637 0.019 -0.028 0.020 0.3475
H -4.33425 4.26542 1.04969 -0.012 0.026 -0.013 0.1587
H -3.47680 5.99597 2.66057 0.023 -0.066 -0.008 0.1315
H -1.21977 5.33393 2.79739 0.036 0.009 -0.047 0.3086
H -1.33171 4.65852 1.18645 -0.041 -0.026 0.046 0.2719
H -1.31368 2.91448 2.76324 -0.038 -0.021 0.007 0.2788
H -2.94025 2.91410 2.07998 -0.044 -0.006 -0.035 0.2159
H -4.69250 3.34943 3.30839 -0.003 -0.005 0.025 0.2390
H -4.37108 4.86836 4.16036 0.023 -0.013 -0.007 0.1752
H -4.48383 3.35574 5.07258 -0.008 0.008 0.004 0.2907
```
Positions in Å, forces in eV/Å.

As for the charge: -1. Its multiplicity is 1. The calculation puts the orbital gap at 6.92 eV. The calculation puts the energy relative to the best compared isomer or geometry (same formula, charge and spin) at 0.0 kcal/mol.


What is the orbital gap in the second record?
6.92 eV